# 1
{
  "formula": "C7H8N4S",
  "method": "ωB97M-V/def2-TZVPD",
  "homo_lumo_gap_ev": 7.73,
  "largest_force_ev_per_a": 10.6,
  "relative_energy_kcal_mol": 108.6,
  "total_charge": 0,
  "lumo_ev": -0.71,
  "homo_ev": -8.442,
  "species": ["S", "N", "N", "N", "N", "C", "C", "C", "C", "C", "C", "C", "H", "H", "H", "H", "H", "H", "H", "H"],
  "xyz": [[1.63125, 1.00203, -0.17057], [-2.76703, 1.30205, 2.17705], [-1.86930, 2.28090, 2.50245], [-0.56127, -0.52680, -0.78688], [-2.59362, -0.41535, 0.36271], [-0.81063, 2.09770, 1.66875], [-0.06185, 0.47362, -0.07888], [-2.21448, 0.63485, 1.12817], [2.07329, -0.34051, -1.41136], [-0.91801, 1.20160, 0.77545], [-1.81883, -0.82525, -0.65058], [2.79984, -1.55939, -0.69403], [1.15860, -0.48798, -1.93876], [2.66660, -2.54941, -1.42270], [2.03722, -1.68081, 0.48427], [4.06292, -1.38986, -0.35402], [0.16772, 2.68043, 1.86912], [2.61518, 0.32673, -2.33474], [-2.00146, -1.65230, -1.26730], [-3.59614, -0.57225, 0.14185]],
  "atomic_forces_ev_per_a": [[-0.86, -1.69, -1.22], [0.22, -1.04, -1.84], [0.88, -1.57, -1.44], [0.95, 0.59, -0.40], [-2.78, -0.47, -1.97], [3.46, 7.89, 6.25], [-0.08, 1.91, 1.26], [0.62, 1.69, 0.94], [3.15, 2.78, -1.21], [-1.52, -6.04, -3.44], [1.36, -0.40, 1.39], [-0.39, -0.83, 1.37], [-0.54, -1.09, 0.23], [0.53, 2.52, 2.26], [2.71, -0.02, -3.84], [-4.24, -0.40, -1.18], [-1.93, -0.65, -0.30], [-0.45, -2.13, 2.75], [-1.83, -0.91, -0.65], [0.74, -0.15, 1.04]]
}

# 2
{
  "formula": "C38H54BF8NO4P3S2ScSi",
  "method": "ωB97M-V/def2-TZVPD",
  "homo_lumo_gap_ev": 7.40,
  "largest_force_ev_per_a": 1.6,
  "relative_energy_kcal_mol": 28.6,
  "total_charge": 0,
  "lumo_ev": 0.41,
  "homo_ev": -6.987,
  "species": ["Sc", "S", "S", "P", "P", "P", "Si", "F", "F", "F", "F", "F", "F", "F", "F", "O", "O", "O", "O", "N", "C", "C", "C", "C", "C", "C", "C", "C", "C", "C", "C", "C", "C", "C", "C", "C", "C", "C", "C", "C", "C", "C", "C", "C", "C", "C", "C", "C", "C", "C", "C", "C", "C", "C", "C", "C", "C", "C", "B", "H", "H", "H", "H", "H", "H", "H", "H", "H", "H", "H", "H", "H", "H", "H", "H", "H", "H", "H", "H", "H", "H", "H", "H", "H", "H", "H", "H", "H", "H", "H", "H", "H", "H", "H", "H", "H", "H", "H", "H", "H", "H", "H", "H", "H", "H", "H", "H", "H", "H", "H", "H", "H", "H"],
  "xyz": [[1.28940, 0.90040, 0.68038], [1.47767, 0.03136, 3.79839], [-0.04738, 2.35194, 3.38913], [-1.61544, -1.32311, 1.36010], [-1.53291, 2.65370, -0.95576], [2.72237, -1.50340, -0.06475], [0.11538, -0.12794, -1.52403], [3.82134, -0.42284, 4.90264], [3.18489, 1.63542, 5.12460], [1.24291, 4.03587, 4.91950], [2.23075, 0.07827, 6.29560], [4.17044, 2.70427, 0.22046], [0.64930, 4.86190, 3.00670], [2.32059, 3.49712, 3.11668], [2.94912, 2.61155, -1.64682], [-1.31180, 2.85235, 3.81131], [0.06402, 2.07465, 1.94852], [2.22485, 0.43107, 2.54870], [-0.21135, -0.76392, 1.47831], [0.44316, 1.17958, 4.25884], [-2.70262, -0.34620, 2.44913], [0.46706, 4.53255, -0.40755], [0.66074, -2.19349, -3.52677], [-4.20724, -0.33700, 2.20344], [-0.75223, 2.42208, -2.60867], [2.76887, 0.38249, 5.10275], [-0.04750, 1.22796, -2.87634], [-3.54745, -1.66719, -2.77205], [-4.17538, -2.15047, -1.63555], [4.52624, -1.12592, -0.35448], [2.82714, -3.27552, -2.24398], [1.04958, -1.62395, -2.30512], [2.71226, -4.29663, 0.79525], [-0.90015, -3.89768, 0.73818], [1.33434, -3.25035, -4.10313], [-0.20502, 3.27598, -4.81010], [-1.72962, 5.59362, -0.92738], [-2.41116, -0.63926, 3.92357], [2.14757, -2.19977, -1.65770], [-3.56122, -1.97695, -0.40999], [4.66677, -0.41714, -1.70243], [-1.65985, -0.86457, -1.43776], [3.43726, -2.53372, 2.43331], [0.52549, 2.12738, -5.06423], [2.43704, -3.79662, -3.45739], [2.55775, -2.83589, 1.21385], [0.58817, 1.12398, -4.11141], [-3.32111, 2.92287, -1.37586], [1.11781, 3.77620, 3.61555], [-1.53104, -3.07606, 1.86642], [-2.79602, -3.76525, 2.36627], [-2.31704, -1.34639, -0.30348], [-3.95347, 1.76130, -2.11759], [5.56729, -2.24055, -0.25860], [-0.83834, 3.41001, -3.58630], [-2.33015, -1.02519, -2.65924], [-1.04349, 4.35652, -0.34766], [-4.08969, 3.18767, -0.08107], [3.03712, 2.25048, -0.34611], [2.54066, -4.93647, 1.66309], [-0.18987, -1.79111, -4.05698], [-4.06727, -2.34155, 0.47390], [4.65687, -1.14158, -2.51779], [-4.46317, -0.06932, 1.17895], [3.86717, 0.29651, -1.90291], [1.04357, 2.00748, -6.00512], [-2.32604, 0.66058, 2.20852], [1.16668, 0.23991, -4.34110], [3.65346, -1.47067, 2.55118], [-4.01427, -1.77486, -3.74127], [1.51642, -2.68894, 1.52625], [-0.27343, 4.06140, -5.54888], [-3.42585, 1.52930, -3.04068], [2.95978, -2.89628, 3.34331], [-4.98667, 2.00613, -2.37051], [-2.52468, -4.72808, 2.80223], [4.39401, -3.04668, 2.35645], [-2.99833, -1.49400, 4.27036], [5.57282, -2.74175, 0.70639], [-3.48366, -3.97335, 1.54622], [0.99204, 3.74316, 0.13784], [-1.41525, 6.47472, -0.36478], [-5.13500, -2.64628, -1.69970], [-4.14155, 2.27265, 0.50993], [-1.45139, 5.77132, -1.96473], [-3.96642, 0.86685, -1.49709], [6.56217, -1.81744, -0.41128], [-2.68754, 0.22342, 4.52815], [1.00453, -3.64817, -5.05306], [-3.63461, 3.95233, 0.54570], [-3.32955, -3.19707, 3.12798], [-1.40984, 4.30773, -3.39060], [-0.81572, -3.01321, 2.69806], [-1.88949, -0.60692, -3.55428], [2.00311, -4.58569, 0.02124], [-5.11315, 3.50098, -0.29657], [-1.65623, -4.15506, -0.00558], [-0.10229, -3.36847, 0.21251], [-4.66542, -1.30024, 2.43323], [-1.36457, -0.84304, 4.11783], [-1.31557, 4.29778, 0.71615], [5.61269, 0.12372, -1.73553], [0.84029, 4.52187, -1.43227], [3.67429, -3.71382, -1.74085], [-4.65715, 0.40375, 2.86569], [-3.37929, 3.81042, -2.01685], [-0.48703, -4.82336, 1.13990], [4.74612, -0.39110, 0.43294], [-2.81593, 5.54639, -0.87271], [5.42900, -2.99489, -1.03071], [3.71811, -4.50768, 0.43419], [0.75262, 5.47908, 0.05418], [2.98382, -4.61800, -3.89882]],
  "atomic_forces_ev_per_a": [[-0.63, -1.45, -0.02], [0.11, 0.18, -0.08], [-0.18, 0.20, -0.20], [-0.17, -0.05, -0.10], [0.12, -0.31, -0.03], [0.10, 0.56, -0.14], [0.16, 0.44, -0.06], [-0.25, 0.15, -0.07], [-0.09, -0.02, -0.15], [-0.06, -0.08, -0.19], [0.11, 0.08, -0.34], [0.09, 0.02, 0.00], [-0.11, -0.14, -0.04], [-0.16, -0.12, -0.02], [0.12, 0.08, 0.02], [-0.01, -0.02, 0.09], [0.11, 0.44, 0.14], [-0.01, -0.05, 0.34], [0.29, 0.24, -0.16], [0.09, -0.09, 0.18], [0.07, 0.19, 0.00], [0.14, -0.10, 0.04], [-0.04, 0.08, -0.01], [-0.05, 0.00, -0.11], [-0.12, 0.07, 0.05], [0.15, -0.24, 0.52], [-0.12, -0.07, 0.17], [-0.01, 0.01, -0.01], [-0.02, -0.02, 0.07], [0.08, -0.03, 0.15], [0.03, -0.01, 0.14], [-0.14, 0.11, -0.09], [-0.01, 0.08, -0.05], [0.04, 0.02, -0.12], [0.07, -0.06, 0.01], [0.03, -0.07, 0.01], [-0.06, -0.03, -0.02], [-0.13, -0.05, 0.05], [0.10, -0.14, 0.17], [-0.14, -0.03, 0.02], [-0.05, 0.05, -0.08], [0.03, -0.01, -0.23], [0.19, 0.13, -0.07], [-0.02, 0.07, -0.03], [-0.08, 0.01, -0.12], [-0.16, -0.09, 0.10], [0.10, -0.09, -0.10], [0.01, 0.30, 0.10], [0.22, 0.15, 0.28], [0.19, 0.02, 0.13], [-0.14, -0.01, 0.05], [0.08, -0.02, 0.13], [0.01, -0.02, -0.07], [-0.02, -0.06, 0.06], [-0.07, 0.10, 0.01], [0.05, 0.04, 0.00], [-0.06, 0.06, 0.07], [-0.05, 0.01, 0.01], [-0.13, -0.02, -0.13], [-0.03, -0.03, 0.06], [-0.07, 0.06, -0.02], [0.02, 0.04, -0.02], [0.01, -0.03, -0.01], [0.01, 0.01, 0.02], [-0.02, 0.02, 0.04], [0.04, 0.00, -0.08], [-0.01, -0.07, 0.05], [0.04, -0.09, 0.00], [-0.07, -0.12, 0.01], [-0.03, 0.00, -0.06], [0.07, 0.02, -0.02], [-0.01, 0.06, -0.05], [0.04, -0.01, -0.05], [-0.05, 0.01, 0.08], [-0.06, 0.01, -0.01], [0.00, -0.01, 0.02], [0.05, -0.05, -0.01], [0.07, 0.08, -0.01], [-0.02, 0.01, 0.02], [0.02, -0.01, 0.03], [-0.03, 0.05, -0.05], [0.02, 0.01, 0.05], [-0.01, -0.01, 0.01], [0.01, -0.07, 0.07], [0.04, -0.02, -0.05], [0.01, -0.11, 0.05], [0.02, 0.05, 0.01], [-0.01, 0.03, 0.02], [-0.01, -0.03, -0.05], [0.04, 0.07, 0.01], [0.04, -0.02, -0.03], [-0.01, 0.01, 0.00], [-0.05, -0.01, -0.02], [0.07, 0.03, -0.06], [0.01, 0.01, -0.04], [-0.03, -0.01, -0.03], [0.01, 0.00, 0.00], [-0.01, 0.01, 0.05], [0.00, -0.03, 0.01], [0.22, -0.02, 0.02], [-0.01, -0.01, -0.09], [0.03, 0.02, -0.02], [-0.01, 0.00, -0.03], [0.05, -0.03, 0.04], [-0.01, 0.02, 0.02], [0.02, -0.05, 0.03], [0.01, -0.04, 0.00], [-0.04, -0.09, -0.07], [-0.03, -0.01, 0.01], [-0.01, -0.03, -0.06], [0.07, 0.00, -0.02], [0.02, 0.04, 0.00], [0.02, -0.06, -0.02]]
}